# C6H12N3O

An isolated ion of composition C6H12N3O and charge +1 in a non-equilibrium geometry (ωB97M-V/def2-TZVPD, the Open Molecules 2025 dataset).

Properties
* Kohn-Sham gap: 0.3614 hartree
* charge: +1
* SMILES: COCc1[nH+]cc(N)n1C
* energy relative to the best compared isomer or geometry (same formula, charge and spin): 186.0 kJ/mol
* E_HOMO: -12.33 eV
* energy: -475.0801 hartree

Each atom is followed by the atoms it is bonded to, with distances in Å.
Atoms and positions in Å:
1 C 1.744 2.377 -0.953  O2 1.420, H11 1.087, H12 1.095, H13 1.093
2 O 0.332 2.247 -0.873  C1 1.420, C3 1.355
3 C -0.164 1.990 0.361  O2 1.355, C4 1.789, H14 1.087, H15 1.091
4 C -0.057 0.239 0.714  C3 1.789, N5 1.321, N9 1.337
5 N 0.590 -0.359 1.699  C4 1.321, C6 1.373, H16 1.009
6 C 0.409 -1.715 1.601  N5 1.373, C7 1.376, H17 1.068
7 C -0.383 -1.932 0.497  C6 1.376, N8 1.350, N9 1.380
8 N -0.920 -3.069 0.005  C7 1.350, H18 1.005, H19 1.006
9 N -0.652 -0.690 -0.041  C4 1.337, C7 1.380, C10 1.441
10 C -1.460 -0.457 -1.211  N9 1.441, H20 1.087, H21 1.091, H22 1.091
11 H 1.971 2.616 -1.989  C1 1.087
12 H 2.241 1.441 -0.676  C1 1.095
13 H 2.099 3.183 -0.307  C1 1.093
14 H -1.231 2.197 0.385  C3 1.087
15 H 0.372 2.455 1.189  C3 1.091
16 H 1.127 0.092 2.425  N5 1.009
17 H 0.834 -2.411 2.291  C6 1.068
18 H -0.571 -3.942 0.359  N8 1.005
19 H -1.293 -3.075 -0.929  N8 1.006
20 H -1.405 0.592 -1.487  C10 1.087
21 H -1.087 -1.051 -2.047  C10 1.091
22 H -2.497 -0.729 -1.012  C10 1.091